1.
Entry from OMol25: a molecular structure, C21H27BFeNO3 (wB97M-V/def2-TZVPD).

Structure (XYZ):
```
54
Properties=species:S:1:pos:R:3:forces:R:3:nbo_charge:R:1
H -0.199719 0.962735 2.237784 0.2 -0.3 -0.1 0.238
H 1.149728 4.951986 -2.765949 -0.1 0.1 0.0 0.259
C 0.466815 0.994665 -2.867977 -0.6 -1.1 -1.0 -0.158
H -2.221160 2.717256 -1.569469 1.1 0.1 -0.5 0.225
H -0.832439 0.640735 -1.167548 -0.1 -0.4 1.2 0.277
H -1.624461 0.452479 -2.637868 -0.3 0.6 -0.1 0.280
H 0.897850 -0.000402 -2.858497 -0.1 -0.1 0.0 0.199
H -2.011650 -3.974377 0.845525 0.0 0.2 -0.1 0.230
H 0.300447 -3.161233 0.412536 -0.2 0.2 -0.2 0.211
H -1.565581 -4.213544 -0.831321 -0.1 0.1 0.0 0.236
H -1.803960 0.655892 1.004148 0.2 -0.1 0.0 -0.066
C -1.185469 2.556824 -1.986737 -3.4 -2.6 0.8 0.030
H 0.544050 -3.206492 2.521273 -0.7 0.2 0.5 0.209
C 3.725888 3.865563 -2.724772 7.1 4.2 1.1 0.526
C -0.799779 -3.353751 4.224414 0.9 0.1 -1.2 -0.202
C 1.034286 1.789100 -3.922198 0.0 0.4 -0.2 -0.246
H 2.353583 -0.100751 0.206862 -0.1 0.0 0.1 0.237
C 3.421775 1.158362 -2.299489 1.4 -0.5 0.2 0.593
C -0.884519 1.103891 -2.152481 2.1 2.6 -2.1 -0.554
H -2.618466 -0.801015 -0.188769 0.3 0.0 0.1 -0.063
H -2.663256 -2.898568 -0.414627 0.1 0.0 0.1 0.235
C -1.782706 -3.444526 -0.082274 0.1 -0.5 -0.2 -0.641
H 1.509272 1.255003 -4.761878 -0.2 0.1 0.5 0.255
C -2.020200 -2.984305 4.758041 -0.2 0.0 0.4 -0.205
Fe 2.512274 2.726719 -2.531609 -3.2 -2.9 -1.1 -0.027
C -0.414251 -2.864624 2.952978 0.2 -0.6 1.0 -0.189
H 1.544725 0.730852 2.460085 -0.2 -0.1 0.0 0.234
C 1.161052 3.208896 -3.988866 -0.3 -2.2 -1.2 -0.277
C -1.222753 -1.953483 2.277034 -0.1 -0.9 1.0 0.116
H -0.798823 4.542537 -1.621500 -0.2 0.6 0.6 0.241
N -0.729472 -1.405798 1.007893 1.2 -1.2 0.0 -0.523
H -3.845963 -1.860374 4.440281 0.6 -0.2 -0.2 0.233
C 1.281152 -0.232353 0.036622 0.4 0.2 0.0 -0.638
H 1.175746 -0.874183 -0.830258 0.1 0.0 -0.1 0.212
O 2.560056 3.069200 0.341116 -0.9 -0.7 -3.2 -0.465
H -0.269772 -2.158982 -0.948635 -0.3 -0.1 0.5 0.215
C -0.548218 -2.575398 0.032021 -0.1 0.0 0.0 -0.188
C 2.389201 2.884144 -0.801015 1.1 1.0 5.1 0.570
H -2.316660 -3.355106 5.737540 0.0 0.1 -0.2 0.234
H -0.117009 -4.023297 4.762151 -0.4 0.3 -0.3 0.232
C -2.858587 -2.148014 4.048025 -0.4 0.8 -1.1 -0.178
H 1.583507 3.687035 -4.885028 -0.1 -0.3 0.6 0.273
C -0.419605 3.671341 -2.095294 2.8 1.2 -1.1 -0.218
C -2.465963 -1.617761 2.788561 -0.3 -0.2 0.7 -0.225
H 0.420401 -0.260096 3.377298 -0.1 0.1 -0.3 0.235
C 0.579754 0.208970 2.398546 0.5 0.2 0.6 -0.648
C 0.806461 3.925852 -2.841649 -3.4 1.4 1.2 -0.244
H -3.126850 -0.952696 2.217164 0.3 -0.3 0.4 0.253
B -1.701426 -0.406588 0.478858 -1.2 1.3 -1.3 0.105
O 4.695456 4.490337 -2.526197 -2.8 -1.3 -1.1 -0.434
C 0.670252 -0.819019 1.284907 -0.2 0.2 0.3 0.003
O 4.112044 0.317004 -1.974443 -0.5 0.1 -0.2 -0.434
H 1.282545 -1.669548 1.621354 -0.2 0.4 -0.2 0.215
H 0.870381 0.748908 -0.196646 0.0 -0.1 0.1 0.210
```
Forces are in eV/Å.

orbital gap (spin up / spin down)	3.6580 / 5.7161	eV
ΔE to the lowest compared entry with this formula, charge and spin	28.3	kcal per mole
strongest force on any atom	0.161	Eh/bohr
spin multiplicity	5
electronic energy	-2384.92345	Eh
molar mass	408.11	Da
charge	+1


2.
Entry from OMol25: 5 unconnected molecules or ions with the total composition C21H27Cl8NO5S (wB97M-V/def2-TZVPD).

Structure (XYZ):
```
63
Properties=species:S:1:pos:R:3:forces:R:3:nbo_charge:R:1
H 3.666790 -3.141152 4.922411 0.0 0.0 -0.1 0.226
Cl 3.764744 1.787359 -1.431299 -0.1 0.0 0.0 -0.052
H 0.130613 -4.358131 -2.157887 0.0 -0.1 -0.3 0.234
C 3.786848 -2.087034 5.165432 0.0 0.0 0.0 -0.387
H -4.813448 -6.143680 -5.702581 0.0 0.0 0.1 0.222
C -0.733172 3.010970 -1.852779 -0.8 0.1 -0.3 -0.538
H 4.224804 2.614844 1.289783 -0.1 0.0 0.0 0.232
Cl -3.178031 0.834166 6.693639 0.0 0.0 0.0 -0.069
H -3.336222 -6.537655 -6.587513 0.0 0.0 0.0 0.221
C 4.079282 3.494991 0.666831 0.2 0.0 0.1 -0.380
H -2.405760 3.872078 -0.644689 -0.1 -0.2 -0.1 0.182
Cl 2.348496 3.939220 0.738280 0.5 0.5 0.1 -0.067
H -0.218430 -2.956626 -0.099301 0.1 -0.2 0.0 0.238
H -1.212020 3.162506 -2.823730 0.0 -0.1 -0.1 0.265
H 0.325183 3.232146 -1.997094 0.2 -0.1 0.2 0.234
Cl -3.332993 -7.469274 -4.436176 0.0 0.0 0.0 -0.063
H 4.641903 4.320633 1.098513 -0.1 0.1 0.0 0.232
H 0.642135 -3.359888 -4.942376 0.0 0.0 0.0 0.488
C 3.303093 -1.249206 4.012045 -0.1 -0.2 -0.1 -0.384
C -0.982945 1.581948 -1.462954 0.3 0.0 0.0 -0.035
Cl -3.873221 -4.166531 -3.813174 0.0 0.0 0.0 -0.064
O -2.426425 1.091313 -3.279432 -0.1 0.4 -0.6 -0.499
H -3.071325 1.028003 4.345302 -0.1 0.0 0.0 0.226
C -0.404184 -2.583574 -1.095436 -0.3 0.3 -0.4 -0.155
H 0.705191 2.512868 0.313739 -0.4 -0.5 0.2 0.278
H 1.886962 1.743187 2.420512 -0.2 0.3 -0.3 0.009
Cl 3.275975 0.489553 4.414431 0.1 0.1 0.0 -0.078
Cl 5.517267 -1.825628 5.511604 0.0 0.0 0.0 -0.064
C -0.475310 -2.762898 -3.483611 0.3 -0.3 -0.4 0.288
C -0.950733 -1.465416 -3.621269 0.0 -0.1 0.4 -0.204
O 1.676846 -0.153570 1.246037 0.1 0.3 -0.5 -0.956
H 2.282122 -1.526015 3.752925 0.0 0.0 0.0 0.242
C -1.031453 -0.402060 -0.037366 0.0 0.0 -0.6 0.524
S 0.957984 0.879415 1.945677 -0.3 -1.0 0.9 2.031
O -1.450522 -0.802215 1.012671 0.0 -0.1 0.6 -0.487
C -0.216140 -3.340582 -2.247879 -0.1 0.4 0.6 -0.234
H 0.192283 5.035249 -0.787206 0.1 0.2 0.1 0.320
H -1.473790 1.034520 5.091306 0.0 0.0 0.0 0.241
C -0.690061 1.042395 -0.276560 0.2 0.0 0.3 -0.026
O -0.252443 -3.524322 -4.629125 -0.1 0.1 0.1 -0.716
O 0.154334 0.470435 3.062128 -0.1 0.4 0.3 -0.944
H -1.890487 3.255160 4.225613 0.0 0.0 0.0 0.217
C -1.600656 0.695510 -2.500775 0.1 -0.4 0.4 0.542
H -1.935650 3.348840 5.989342 -0.1 0.0 0.0 0.222
C -1.363274 4.016513 -0.924207 0.4 0.3 0.2 0.142
Cl -4.058576 3.670171 5.016881 0.0 0.0 0.0 -0.065
N -0.772440 5.030964 -0.447468 -0.1 -0.2 -0.1 -0.593
C -1.131379 -0.715061 -2.467993 0.2 -0.4 -0.2 -0.129
C -3.730621 -6.204674 -5.628827 0.0 0.0 -0.1 -0.384
C 4.522289 3.249677 -0.750798 0.1 0.0 -0.1 -0.392
H -0.713550 2.497598 1.339665 0.0 -0.2 0.4 0.274
H -2.056926 -4.954453 -5.090182 0.0 0.0 0.1 0.241
H -1.139711 -1.052917 -4.600409 -0.1 0.0 -0.1 0.239
H 5.599980 3.099021 -0.776067 0.0 0.0 0.0 0.231
H 3.228376 -1.875122 6.073468 0.0 0.1 0.0 0.226
C -2.434038 2.938858 5.114716 0.1 0.0 0.0 -0.382
C -0.850852 -1.275720 -1.227406 0.1 0.1 0.2 -0.064
H 3.926816 -1.378030 3.131844 0.0 0.1 0.0 0.228
C -2.483121 1.434977 5.163494 0.1 -0.1 -0.1 -0.390
C -3.123916 -4.873088 -5.269182 0.0 0.0 -0.1 -0.394
C -0.017437 1.847281 0.812851 0.2 0.3 -0.9 -0.745
H -3.283660 -4.166600 -6.082362 0.0 0.0 0.0 0.221
H 4.274606 4.088754 -1.396025 0.0 0.0 0.0 0.225
```
Forces are in eV/Å.

orbital gap	8.7444	eV
strongest force on any atom	0.027	Eh/bohr
electronic energy	-5327.04282	Eh
molar mass	689.14	Da
charge	0


Question: strongest force on any atom of number 1 (C21H27BFeNO3)?
Answer: 0.161 Eh/bohr